(1)
C2H4N4 | ωB97M-V/def2-TZVPD

The geometry in ORCA input format:
```
! RIJCOSX wB97M-V def2-TZVPD def2/J DEFGRID3
* xyz 0 1
C -1.41891 -0.16691 0.13699
N 0.12430 -0.01451 -0.01316
C 0.93269 0.99503 0.13884
N 2.49910 0.03006 -0.32607
N 2.11795 -1.08451 -0.54013
N 0.48287 -1.22112 -0.35884
H -1.61710 -0.12318 1.19223
H -1.85796 -1.08466 -0.27113
H -1.81609 0.67600 -0.38834
H 0.55315 1.99380 0.42961
*
```

Its lowest unoccupied orbital energy is 0.01719 Eh. The value obtained for the calculated total energy is -8093.8012 eV. The calculation puts the HOMO energy at -0.324 Eh. The energy above the lowest of the compared OMol25 structures with the same formula, charge and spin is 127.13 kcal/mol.

---

(2)
C39H60F7N2O13P2S | ωB97M-V/def2-TZVPD

The geometry in ORCA input format:
```
! RIJCOSX wB97M-V def2-TZVPD def2/J DEFGRID3
* xyz 1 1
C -1.56054 0.11209 4.86331
C -2.26408 0.31767 3.91416
C -3.15437 0.42724 2.72420
C -2.45914 -0.34885 1.61155
C -1.71516 0.23505 0.56684
C -1.71369 1.76543 0.58034
F -1.33158 2.22400 1.80538
F -3.02472 2.14464 0.44243
C -0.93117 2.66472 -0.41089
F -1.33411 3.92872 -0.08570
F -1.26456 2.53748 -1.69715
C 0.63426 2.70970 -0.16992
F 1.03746 1.69739 0.60461
F 0.94882 3.83647 0.49687
F 1.27544 2.77623 -1.33110
C -1.10198 -0.66102 -0.35001
C -0.26929 -0.17103 -1.54603
O -0.88057 -0.01829 -2.56649
O 1.06832 0.00909 -1.54170
C 1.84459 -1.16180 -1.17899
C 3.32447 -0.88472 -0.83832
C 4.28318 -1.34812 -1.98013
C 3.61681 0.55274 -0.36308
C -1.26829 -2.06791 -0.26157
C -0.70643 -3.07721 -1.23605
P 0.53924 -4.20346 -0.45282
O 0.94815 -3.74461 0.87443
O 1.81298 -4.27490 -1.44996
O -0.05041 -5.69537 -0.36023
C -2.04197 -2.53509 0.79237
N -2.22703 -3.93049 0.95524
C -3.17444 -4.35220 0.25651
O -3.81915 -4.84357 -0.54890
N -2.59842 -1.69170 1.68647
P -3.57674 -2.54235 2.95594
S -5.30876 -3.06942 2.31167
H -0.78264 -0.28861 5.48622
H -3.25269 1.49230 2.52155
H -4.16585 0.05760 2.93636
H 1.38706 -1.62962 -0.29307
H 1.80563 -1.87808 -2.00778
H 3.56682 -1.53965 0.01240
H 4.48902 -0.55241 -2.70154
H 3.80655 -2.21372 -2.45732
H 5.18866 -1.73529 -1.49954
H 3.22556 0.65627 0.65787
H 4.69686 0.73418 -0.29996
H 3.16225 1.28572 -1.03589
H -0.28344 -2.61588 -2.13426
H -1.52955 -3.71552 -1.59577
H 1.69084 -4.97405 -2.11093
H -0.53340 -5.92456 -1.17410
H -3.72006 -1.72604 4.08605
H -2.72835 -3.60712 3.32081
C -3.10658 -7.16375 -4.69320
C -2.00437 -7.46853 -3.71635
O -1.79698 -6.75280 -2.75555
C -1.17128 -8.69404 -3.97559
H -3.62482 -6.25720 -4.38598
H -2.68856 -7.01156 -5.68922
H -3.82091 -7.98766 -4.71674
H -0.67177 -8.60667 -4.94151
H -1.80441 -9.58211 -3.96882
H -0.41751 -8.79378 -3.19660
C 1.93016 6.35080 2.00425
C 3.29171 6.99816 1.93051
O 4.19107 6.65746 2.66243
C 3.47780 8.08712 0.90323
H 1.93552 5.58796 2.78187
H 1.17507 7.10078 2.24824
H 1.69124 5.88347 1.05160
H 2.78650 8.90808 1.10033
H 3.30061 7.69044 -0.09794
H 4.49725 8.46380 0.95766
C 7.66282 -4.29997 -3.55159
C 6.86558 -3.23386 -4.25980
O 5.65450 -3.25733 -4.27895
C 7.64458 -2.13972 -4.94193
H 6.98286 -5.02364 -3.10527
H 8.31076 -4.81458 -4.26248
H 8.26853 -3.85079 -2.76308
H 8.29139 -2.56680 -5.70924
H 8.24929 -1.60162 -4.21024
H 6.95262 -1.44123 -5.41058
C -9.65698 -2.97294 5.63888
C -8.78082 -2.72412 4.43776
O -7.57512 -2.81840 4.50377
C -9.47127 -2.35282 3.14866
H -9.03451 -3.22997 6.49361
H -10.22906 -2.07460 5.87606
H -10.33948 -3.80006 5.43792
H -10.03543 -1.42834 3.28047
H -10.14587 -3.15369 2.84265
H -8.72636 -2.20258 2.36883
C -2.54842 7.50814 4.05904
C -1.99051 7.55651 2.66002
O -1.72971 8.60286 2.11326
C -1.76886 6.23334 1.96816
H -2.65674 8.52152 4.44114
H -3.52732 7.02521 4.05435
H -1.87028 6.95589 4.71167
H -2.71304 5.69320 1.87665
H -1.05444 5.63447 2.53652
H -1.36656 6.41006 0.97212
C -7.21891 4.83553 6.24664
C -6.31194 5.18730 5.09427
O -5.10810 5.10783 5.19139
C -6.97086 5.64393 3.81562
H -6.61705 4.52560 7.09864
H -7.81343 5.70456 6.53217
H -7.88062 4.01505 5.96411
H -7.55488 6.54698 3.99852
H -7.62205 4.85792 3.42969
H -6.20622 5.86435 3.07261
C 11.67047 -0.08690 -5.40782
C 11.14593 -1.18812 -6.29536
O 10.89467 -2.28713 -5.85596
C 10.94836 -0.85944 -7.75425
H 11.76484 -0.45786 -4.38895
H 12.65152 0.23850 -5.75690
H 10.97985 0.75813 -5.41393
H 11.89884 -0.56692 -8.20283
H 10.22725 -0.04707 -7.85948
H 10.56909 -1.73698 -8.27446
*
```

Its lowest unoccupied orbital energy is -0.15933 Eh. The value obtained for the calculated total energy is -119442.1719 eV. The calculation puts the HOMO energy at -0.392 Eh.

---

(3)
C3H8NO | ωB97M-V/def2-TZVPD

The geometry in ORCA input format:
```
! RIJCOSX wB97M-V def2-TZVPD def2/J DEFGRID3
* xyz 1 1
C -0.99795 1.19113 -0.67954
N -0.67284 -0.03302 0.10514
C 0.76122 -0.10190 0.57871
C 1.26532 -1.51699 0.29766
O 0.46987 -2.33963 -0.07576
H -0.41614 2.06748 -0.37845
H -1.99109 1.53714 -0.40092
H -0.77272 1.04374 -1.72535
H -0.88927 -0.82119 -0.44444
H -1.22891 -0.07871 0.95803
H 0.87084 0.16238 1.62626
H 1.27126 0.62018 -0.05016
H 2.33041 -1.73062 0.18882
*
```

Its lowest unoccupied orbital energy is -0.13527 Eh. The value obtained for the calculated total energy is -6770.5957 eV. The calculation puts the HOMO energy at -0.562 Eh. Its SMILES is C[NH2+]CC=O. The energy above the lowest of the compared OMol25 structures with the same formula, charge and spin is 13.24 kcal/mol.

---

(4)
C17H15INO3P | ωB97M-V/def2-TZVPD

The geometry in ORCA input format:
```
! RIJCOSX wB97M-V def2-TZVPD def2/J DEFGRID3
* xyz 0 1
C 2.85512 -1.49477 1.60455
C 2.39689 -0.29210 0.74161
C 2.92451 1.07224 0.86298
C 2.39990 2.15673 0.03128
C 2.91104 3.64692 0.16487
C 1.63974 4.57683 0.03327
O 1.88644 5.91722 0.49115
C 1.34211 1.90109 -0.95288
C 0.79432 0.56236 -1.09819
C 1.34762 -0.50759 -0.24500
C 0.68513 -1.91026 -0.45439
O 1.30033 -2.94390 -0.50262
C -0.87306 -1.85201 -0.64989
C -1.42902 -0.77544 -1.49153
C -2.85667 -0.64530 -1.70180
C -3.73038 -1.61358 -1.04532
C -3.18079 -2.68532 -0.19492
P -4.38780 -3.84594 0.64903
N -4.58454 -3.30668 2.14535
C -1.73267 -2.83091 0.02038
I -0.96642 -4.39392 1.29970
C -0.36380 0.20787 -2.08710
O -0.41917 0.63191 -3.21199
H 2.00737 -1.74803 2.30783
H 3.07279 -2.42353 1.02949
H 3.73088 -1.26712 2.26963
H 3.73007 1.26561 1.60933
H 3.71501 3.89292 -0.56655
H 3.25607 3.77178 1.23114
H 1.41981 4.64219 -1.07332
H 0.74388 4.15012 0.56313
H 1.04864 6.38555 0.32134
H 0.91156 2.68371 -1.62128
H -3.26184 0.17645 -2.32934
H -4.84161 -1.58906 -1.11631
H -3.85724 -5.16677 0.77112
H -5.64209 -3.87579 -0.05200
H -3.99218 -2.47347 2.24726
*
```

Its lowest unoccupied orbital energy is -0.03810 Eh. The value obtained for the calculated total energy is -42890.3583 eV. The calculation puts the HOMO energy at -0.312 Eh. Its SMILES is Cc1cc(CCO)cc2c1C(=O)c1c(ccc([PH2]=N)c1I)C2=O.

---

(5)
C32H38N8O4PRuS | ωB97M-V/def2-TZVPD

The geometry in ORCA input format:
```
! RIJCOSX wB97M-V def2-TZVPD def2/J DEFGRID3
* xyz 0 6
Ru 0.03997 1.11429 0.33483
C 0.50850 -1.69581 2.46589
O -0.43639 -1.08185 1.58645
C -1.74803 -1.21351 2.11931
C -2.71043 -0.43938 1.25543
O -2.50466 0.95978 1.34565
C -3.09134 1.55665 2.48753
H 0.25411 -2.75598 2.58333
H 0.49322 -1.21038 3.43885
H 1.48828 -1.60570 2.01902
H -1.75685 -0.85748 3.15198
H -2.04384 -2.27106 2.10726
H -3.73949 -0.69246 1.53853
H -2.54757 -0.70114 0.20622
H -2.72431 1.11482 3.41583
H -4.18191 1.45132 2.44873
H -2.82556 2.61223 2.46893
C 3.11447 0.92586 -3.11587
C 2.48473 -0.16234 -3.93330
C 2.91769 -0.38867 -5.23718
C 2.43040 -1.44640 -5.98585
C 1.49308 -2.30335 -5.43255
C 1.03040 -2.07810 -4.14663
C 1.50415 -1.00700 -3.38929
P 0.93068 -0.74332 -1.65005
C -0.47384 -1.92425 -1.56179
C -0.50193 -2.91900 -0.58401
C -1.61430 -3.72590 -0.41596
C -2.71187 -3.56099 -1.24682
C -2.68709 -2.58546 -2.23079
C -1.58717 -1.74929 -2.40405
C -1.61314 -0.72628 -3.50894
C 2.33313 -1.63125 -0.83967
C 2.65228 -2.91620 -1.25715
C 3.60688 -3.68311 -0.60453
C 4.26334 -3.16104 0.51161
C 4.00715 -1.87890 0.92001
C 3.08524 -1.03869 0.22757
C 3.01914 0.30808 0.58221
H 3.62035 1.65354 -3.74857
H 3.85682 0.49388 -2.43696
H 2.37362 1.44886 -2.51415
H 3.65960 0.27596 -5.66344
H 2.79112 -1.60947 -6.99359
H 1.12159 -3.14760 -5.99945
H 0.28834 -2.75251 -3.73757
H 0.35426 -3.05041 0.06320
H -1.62780 -4.47562 0.36559
H -3.58115 -4.19686 -1.13445
H -3.54354 -2.46833 -2.88567
H -2.62592 -0.36306 -3.66477
H -1.26739 -1.16546 -4.44708
H -0.97011 0.12278 -3.28111
H 2.13624 -3.33940 -2.10908
H 3.82569 -4.68410 -0.95179
H 4.98989 -3.76430 1.04094
H 4.53344 -1.45680 1.76807
H 2.58826 1.05965 -0.07313
H 3.57988 0.67684 1.43061
C -0.35664 2.60168 6.77162
N -0.15638 2.77226 5.34229
C -0.04654 4.02491 4.82834
C 0.11177 4.22965 3.51260
C 0.10563 3.07291 2.64591
O 0.11550 3.22884 1.40210
N 0.08992 1.83071 3.17493
C -0.05435 1.63696 4.50472
O -0.13606 0.53111 5.04535
H 0.48593 3.01411 7.32882
H -0.43421 1.53965 6.97619
H -1.27486 3.09784 7.09039
H -0.10469 4.83657 5.54261
H 0.22301 5.21175 3.08078
S 2.75015 4.79289 -0.55558
C 1.80335 3.52478 -0.79436
N 1.12974 2.57843 -1.01541
N -5.05610 2.13402 -1.45195
N -3.71685 2.30109 -1.20996
N -3.20315 3.46779 -0.89346
C -1.91387 3.17519 -0.83070
N -1.69573 1.87725 -1.10260
N -2.86444 1.33467 -1.34632
H -5.55735 2.91724 -1.06163
H -5.36507 1.24066 -1.09908
H -1.13901 3.88073 -0.58391
*
```

Its lowest unoccupied orbital energy (spin up / spin down) is 0.01147 / -0.04619 Eh. The value obtained for the calculated total energy is -76613.1927 eV. The calculation puts the HOMO energy (spin up / spin down) at -0.271 / -0.276 Eh.

---

(6)
C29H28Br2N4O4Ti | ωB97M-V/def2-TZVPD

The geometry in ORCA input format:
```
! RIJCOSX wB97M-V def2-TZVPD def2/J DEFGRID3
* xyz 2 1
Ti -0.70598 0.88634 0.87477
N 0.51949 2.38185 -0.12281
C 1.61877 2.70591 0.78039
C 2.28950 3.89107 0.77655
C 3.35003 4.09725 1.68783
C 3.72063 3.11503 2.56208
C 3.02775 1.88016 2.58233
C 3.34997 0.79728 3.43231
C 2.62328 -0.36451 3.37565
C 1.53120 -0.44518 2.50553
N 1.19921 0.55263 1.70121
C 1.95923 1.69265 1.69459
H 0.00202 3.22028 -0.38506
H 0.87456 1.98233 -0.99361
H 2.02442 4.67303 0.07511
H 3.87622 5.04116 1.67369
H 4.54631 3.26667 3.24487
H 4.17928 0.89281 4.12244
H 2.86295 -1.21030 4.00310
H 0.91368 -1.33401 2.45505
Br 1.81162 -1.02657 -1.43191
C 1.69702 -2.95882 -1.41788
Br 0.77529 -3.64757 0.11959
H 2.71037 -3.33675 -1.40902
H 1.15433 -3.25554 -2.30504
O -0.83026 2.26802 2.42680
C -2.08581 2.06045 2.54717
C -3.07019 2.50994 3.57065
C -4.33927 1.75378 3.13813
C -3.94637 0.94723 1.90194
O -4.58942 0.16734 1.27521
N -2.58554 1.27528 1.61341
H -3.16653 3.59618 3.52655
H -2.71637 2.26170 4.57158
H -5.16937 2.41086 2.88404
H -4.69680 1.05872 3.89667
C -2.91401 -6.66778 4.33440
C -3.58477 -5.61598 3.49045
C -4.94846 -5.38180 3.64687
C -5.60769 -4.42481 2.89255
C -4.90944 -3.67814 1.96103
C -3.55595 -3.92361 1.78318
N -2.80800 -3.14500 0.85209
C -3.22709 -2.71246 -0.34599
C -4.28428 -3.37097 -1.01722
C -4.68914 -2.96345 -2.25357
C -4.09940 -1.85510 -2.91721
C -3.09931 -1.18343 -2.30372
C -2.63554 -1.58048 -1.00551
C -1.74314 -0.73541 -0.37458
O -1.39924 0.45545 -0.84122
O -1.15242 -0.93621 0.80680
C -2.87236 -4.88020 2.53698
C -1.40396 -5.10974 2.28748
H -3.61969 -7.09111 5.04569
H -2.07544 -6.25950 4.90048
H -2.53116 -7.48654 3.72256
H -5.50013 -5.96019 4.37677
H -6.66547 -4.25100 3.03673
H -5.40665 -2.89913 1.39580
H -1.90756 -2.82381 1.16936
H -4.73639 -4.23284 -0.54768
H -5.47399 -3.51775 -2.75216
H -4.44590 -1.56341 -3.89765
H -2.62660 -0.33433 -2.77653
H -1.21675 -5.31870 1.23180
H -1.02391 -5.94870 2.86213
H -0.80142 -4.23684 2.56687
*
```

Its lowest unoccupied orbital energy is -0.26897 Eh. The value obtained for the calculated total energy is -207869.3550 eV. The calculation puts the HOMO energy at -0.466 Eh. The energy above the lowest of the compared OMol25 structures with the same formula, charge and spin is 8.39 kcal/mol.

---

(7)
C22H10Br4N3O2Rh | ωB97M-V/def2-TZVPD

The geometry in ORCA input format:
```
! RIJCOSX wB97M-V def2-TZVPD def2/J DEFGRID3
* xyz 0 1
Rh -0.16162 0.95601 -1.52664
Br -1.68476 4.86631 -7.00858
C -0.94026 3.57325 -5.86240
C 0.09230 2.72244 -6.32918
Br 0.70453 2.87284 -8.10155
C 0.65640 1.78153 -5.49052
Br 2.03643 0.61160 -5.98627
C 0.18730 1.69232 -4.17747
O 0.66643 0.85891 -3.24321
C -0.83488 2.49152 -3.73740
O -1.20203 2.24377 -2.47137
C -1.40295 3.46152 -4.56653
Br -2.76488 4.52235 -3.83248
N 0.55278 -4.05173 7.47815
C 0.47482 -3.50044 6.47467
C 0.38002 -2.80486 5.21168
C -0.07019 -1.48871 5.17955
C -0.15349 -0.82306 3.96889
C 0.19960 -1.46967 2.78926
C 0.64332 -2.78731 2.82666
C 0.73982 -3.45500 4.03514
C 0.10408 -0.74988 1.48822
C 1.04943 0.23459 1.21807
C 2.17417 0.60531 1.98476
C 2.82315 1.61704 1.29792
C 2.07637 1.84299 0.13684
N 1.01693 1.02746 0.07715
C -0.91934 -1.11298 0.62088
C -1.95890 -2.04667 0.83254
C -2.72810 -2.07157 -0.31570
C -2.13900 -1.15917 -1.20157
N -1.06437 -0.58284 -0.65556
H -0.34968 -0.99620 6.10048
H -0.49742 0.20243 3.93394
H 0.91521 -3.28615 1.90560
H 1.09066 -4.47683 4.07443
H 2.46342 0.16726 2.92615
H 3.71984 2.14016 1.58247
H 2.25476 2.56311 -0.64813
H -2.10901 -2.62141 1.73166
H -3.60423 -2.66509 -0.51250
H -2.43666 -0.90514 -2.20809
*
```

Its lowest unoccupied orbital energy is -0.07872 Eh. The value obtained for the calculated total energy is -314717.3109 eV. The calculation puts the HOMO energy at -0.307 Eh. The energy above the lowest of the compared OMol25 structures with the same formula, charge and spin is 0.00 kcal/mol.

---

(8)
CH2Cl2NO2S | ωB97M-V/def2-TZVPD

The geometry in ORCA input format:
```
! RIJCOSX wB97M-V def2-TZVPD def2/J DEFGRID3
* xyz -1 1
N 1.57311 -0.20998 -0.04639
S -0.07786 -0.70047 -0.19351
O -0.15640 -1.95588 0.52330
O -0.32737 -0.74041 -1.61786
C -1.07186 0.67414 0.86379
Cl -2.72126 0.18894 0.43006
Cl -0.64373 2.08308 -0.18314
H 1.71179 0.56355 -0.67949
H 1.71358 0.09703 0.90325
*
```

Its lowest unoccupied orbital energy is 0.13310 Eh. The value obtained for the calculated total energy is -42534.6272 eV. The calculation puts the HOMO energy at -0.144 Eh. Its SMILES is N[S@](=O)([O-])=C(Cl)Cl. The energy above the lowest of the compared OMol25 structures with the same formula, charge and spin is 23.26 kcal/mol.